(1)
{"formula": "C8H36B2N2O4", "method": "ωB97M-V with the def2-TZVPD basis set", "symbols": ["O", "H", "H", "H", "O", "H", "H", "H", "B", "H", "H", "H", "H", "B", "H", "H", "H", "H", "C", "C", "C", "O", "C", "N", "H", "H", "H", "H", "H", "H", "H", "H", "H", "H", "H", "C", "C", "C", "O", "C", "N", "H", "H", "H", "H", "H", "H", "H", "H", "H", "H", "H"], "positions_angstrom": [[-0.62400, 0.30114, 1.09032], [-0.15307, 0.55861, 1.88628], [-1.19905, -0.42997, 1.32778], [0.08248, -0.10217, 0.58059], [3.28806, 0.56668, 1.92025], [3.81619, 0.12493, 2.58923], [2.79246, -0.00492, 1.32929], [2.70180, 1.18664, 2.36019], [1.65430, -1.10941, 0.44374], [1.52167, -1.27589, 1.50154], [0.77649, -1.46584, -0.07262], [1.81725, -0.05849, 0.26140], [2.57573, -1.57454, 0.12931], [1.06313, 1.84958, 2.91026], [0.50282, 2.32843, 3.69829], [0.92814, 0.78377, 3.01055], [0.82706, 2.22326, 1.92594], [2.11699, 1.97929, 3.10210], [-0.40714, 0.90117, -3.72491], [0.67787, 0.69580, -2.75687], [2.05553, 1.17387, -3.25348], [2.11378, 2.58230, -3.75130], [3.29151, 2.94354, -4.53055], [0.41211, 1.71300, -1.70760], [-1.37879, 0.75154, -3.25418], [-0.30852, 0.38020, -4.67725], [-0.56102, 1.94675, -3.99177], [0.77383, -0.34871, -2.46040], [2.41347, 0.51495, -4.04456], [2.74637, 1.14655, -2.41080], [4.18760, 2.69289, -3.96283], [3.39817, 4.02169, -4.41095], [3.44660, 2.59346, -5.55108], [1.05344, 1.63813, -0.93095], [0.82466, 2.53577, -2.12348], [-3.64612, -2.85695, 3.52040], [-2.68745, -2.36965, 2.45958], [-3.20784, -2.10793, 1.07892], [-2.18992, -1.71676, 0.16549], [-2.59413, -1.28903, -1.11913], [-1.84359, -1.26673, 2.99440], [-4.27447, -2.02522, 3.83900], [-3.05758, -3.12945, 4.39646], [-4.28081, -3.71967, 3.31791], [-1.85133, -3.04735, 2.28712], [-3.98373, -1.34252, 1.09435], [-3.52029, -3.04846, 0.62516], [-3.23778, -0.42152, -0.97340], [-3.16336, -2.06923, -1.62448], [-1.67780, -1.06162, -1.66387], [-1.50023, -1.71092, 3.83399], [-2.51149, -0.58103, 3.31662]], "forces_ev_per_angstrom": [[-1.32, 1.26, -0.84], [0.94, 1.02, 1.73], [-0.90, -1.23, 0.47], [1.29, -0.77, -1.41], [3.94, -0.15, -0.25], [0.07, -0.50, 0.04], [-1.36, -1.63, -1.32], [-2.18, 2.07, 1.42], [0.38, -0.66, -0.03], [-0.54, -0.64, 4.06], [-3.10, -1.31, -2.16], [0.21, 4.26, -0.91], [3.26, -2.06, -1.39], [-0.67, 0.28, -0.02], [-1.92, 1.92, 2.77], [-0.88, -4.34, 0.25], [-0.87, 1.38, -3.66], [4.02, 1.20, 1.17], [-1.68, 0.56, -1.36], [1.75, 2.58, 0.33], [1.10, 0.11, -1.48], [-0.11, -1.26, -0.73], [0.22, 0.22, 2.34], [-0.40, -0.32, 0.87], [-0.03, -0.82, -0.01], [-0.07, -0.38, 0.15], [0.74, 0.27, -0.04], [-0.01, 0.17, 0.55], [0.26, -0.01, -0.21], [0.13, -0.30, 0.03], [0.21, -0.85, 0.08], [-0.71, 0.20, -0.75], [-0.82, -0.15, -0.01], [0.03, -0.75, 0.50], [-0.64, 0.71, -0.26], [-0.19, 0.02, 0.30], [2.33, -0.52, -0.45], [-0.32, -0.03, -1.33], [1.23, 0.23, 1.21], [-0.34, -0.10, 0.76], [-1.43, -0.07, -0.31], [-0.25, 0.03, -0.05], [0.04, -0.04, 0.06], [0.07, 0.08, -0.46], [-0.45, -1.05, -0.04], [-0.46, 0.01, -0.12], [-1.05, -0.16, 0.52], [0.02, 0.30, -0.49], [-0.01, -0.14, -0.17], [-0.23, 0.12, -0.01], [0.67, 0.52, 0.29], [0.04, 0.69, 0.38]], "total_energy_ha": -786.19652, "e_lumo_ev": 0.43, "largest_force_ev_per_a": 4.4, "orbital_gap_ev": 9.38, "de_lowest_kj_mol": 388.40, "total_charge": 0}

(2)
{"formula": "C8H36BF4N16O10", "method": "ωB97M-V with the def2-TZVPD basis set", "symbols": ["B", "F", "F", "F", "F", "O", "H", "H", "O", "H", "H", "C", "O", "N", "N", "H", "H", "H", "H", "C", "O", "N", "N", "H", "H", "H", "H", "C", "O", "N", "N", "H", "H", "H", "H", "C", "O", "N", "N", "H", "H", "H", "H", "C", "O", "N", "N", "H", "H", "H", "H", "C", "O", "N", "N", "H", "H", "H", "H", "C", "O", "N", "N", "H", "H", "H", "H", "C", "O", "N", "N", "H", "H", "H", "H"], "positions_angstrom": [[-1.58978, 0.83595, 0.03458], [-1.44987, 0.67091, -1.29236], [-0.53169, 0.18944, 0.79103], [-1.26567, 2.13590, 0.14047], [-2.86312, 0.62520, 0.55284], [-3.41123, 6.59359, 0.43658], [-3.43132, 7.35434, -0.14401], [-2.49012, 6.33431, 0.46064], [-2.03098, 4.14649, 4.27798], [-2.22967, 3.55052, 3.55578], [-1.07480, 4.18337, 4.30254], [5.01675, 4.54042, -0.33074], [5.70300, 5.09660, -1.18489], [4.84141, 5.03732, 0.81656], [4.38541, 3.41096, -0.44815], [5.55258, 5.70673, 1.07391], [4.37692, 4.44828, 1.49286], [4.31177, 3.10715, -1.40855], [3.63082, 3.25515, 0.20486], [-2.84210, 3.86355, -5.81616], [-3.06920, 4.46013, -6.84242], [-3.04914, 4.42412, -4.67804], [-2.13772, 2.76328, -5.75329], [-3.43103, 5.35857, -4.64533], [-2.61396, 3.97893, -3.88273], [-1.92138, 2.33096, -4.86650], [-1.78742, 2.41917, -6.63588], [-8.34463, 0.16092, 2.13779], [-9.42274, -0.40047, 2.52170], [-7.88060, -0.06281, 0.98422], [-7.51096, 0.88946, 2.79648], [-6.96944, 0.34379, 0.82750], [-8.32032, -0.46936, 0.17092], [-6.69835, 1.31470, 2.37347], [-7.72420, 0.84254, 3.78260], [-4.57627, -3.92734, -2.78365], [-5.09385, -4.83467, -3.31714], [-4.84569, -3.36577, -1.68864], [-3.46967, -3.47768, -3.20622], [-5.76725, -3.59998, -1.34808], [-4.37105, -2.51041, -1.43731], [-2.92338, -3.80911, -3.98842], [-3.13196, -2.82871, -2.50988], [2.84902, 3.39085, 6.32248], [2.29495, 4.40759, 5.92436], [3.63083, 3.33886, 7.33110], [2.72573, 2.34269, 5.58263], [3.86850, 4.16304, 7.86433], [4.20258, 2.53622, 7.55242], [3.27058, 1.56686, 5.93095], [2.03865, 2.22044, 4.85252], [6.53465, -3.19323, 1.69477], [7.00804, -2.02110, 1.73582], [5.26475, -3.55179, 1.58457], [7.16142, -4.15842, 2.23542], [4.56048, -2.84358, 1.43444], [5.13419, -4.54449, 1.45187], [8.14656, -4.35717, 2.33590], [6.44604, -4.86000, 2.36238], [2.02410, -2.62479, -4.34691], [1.78072, -3.82194, -4.28627], [2.65031, -1.98297, -3.42287], [2.01183, -1.95539, -5.48890], [3.04218, -2.43911, -2.61141], [2.52114, -0.98472, -3.50596], [1.77287, -2.36399, -6.38112], [2.33138, -0.99759, -5.46450], [1.07205, -6.59264, 0.94404], [1.01936, -6.63492, 2.16707], [0.36877, -5.78139, 0.22875], [1.89266, -7.26136, 0.29414], [0.61969, -5.60813, -0.73411], [-0.17261, -5.13874, 0.78913], [1.94857, -7.38773, -0.70636], [2.43185, -7.94760, 0.80252]], "forces_ev_per_angstrom": [[1.46, 0.30, 1.70], [-0.45, -2.37, -2.80], [-0.91, -0.92, -0.31], [0.20, 3.84, 1.36], [-0.34, -0.85, -0.03], [-0.23, 0.00, 0.05], [-0.03, 0.18, -0.13], [0.24, -0.20, 0.07], [-0.18, 0.13, 0.21], [-0.07, -0.19, -0.29], [0.27, 0.05, 0.05], [2.14, 1.05, -4.04], [0.22, -0.39, -0.58], [-0.24, 3.00, 5.89], [-1.68, -3.55, -1.88], [-0.48, 0.02, 0.47], [0.46, 0.67, 0.46], [-0.41, -0.35, 0.31], [-0.07, -0.46, -0.62], [0.95, 1.71, -2.29], [-0.95, 0.26, -2.28], [-1.10, 1.33, 4.61], [1.38, -3.23, -0.37], [0.16, -0.42, 0.12], [-0.46, 0.71, 0.34], [0.10, -0.21, -0.49], [-0.08, -0.21, 0.48], [-5.79, -3.51, 1.62], [2.02, 1.80, 0.23], [2.86, -0.79, -6.89], [0.96, 2.22, 4.27], [-0.19, -0.40, -0.74], [-0.35, 0.02, 0.73], [-0.22, -0.08, 0.71], [0.78, 0.75, 0.05], [1.11, -2.15, -2.38], [-3.95, -4.08, -1.95], [-3.93, 2.35, 6.32], [6.14, 3.47, -1.99], [0.22, 0.53, 0.53], [-0.80, -0.15, 0.44], [-0.36, 0.04, 0.42], [1.64, 0.06, -1.34], [-2.80, 3.94, -3.53], [-0.63, 1.59, 0.76], [3.61, -0.39, 4.82], [0.77, -4.93, -1.10], [-0.38, -0.03, -0.45], [-0.29, 0.09, -0.13], [-0.57, -0.59, -0.80], [0.25, 0.30, 0.37], [1.30, 7.48, 1.50], [-1.30, -1.65, -1.63], [-2.68, 0.41, -1.52], [2.43, -5.76, 1.58], [0.01, -0.49, -0.21], [-1.11, 0.61, -0.35], [-0.40, 0.51, -0.20], [1.70, -1.13, 0.85], [0.53, -4.44, -1.88], [-0.81, -0.58, 0.18], [1.31, 2.96, 3.37], [-0.86, 2.10, -2.55], [-0.60, 0.32, -0.11], [0.68, -0.05, 1.02], [-0.20, -0.01, 0.56], [-0.07, -0.32, -0.51], [-2.04, 2.14, 4.71], [-0.37, -0.18, 1.05], [-2.91, 2.89, -1.69], [6.39, -5.90, -4.00], [-0.42, 0.34, 0.30], [-0.07, 0.19, -0.64], [-0.39, 0.37, 0.20], [-0.15, 0.20, 0.03]], "total_energy_ha": -2379.61253, "e_lumo_ev": 1.45, "largest_force_ev_per_a": 9.6, "orbital_gap_ev": 9.25, "de_lowest_kj_mol": 876.89, "total_charge": -1}